{
  "formula": "C6H6FInO3P",
  "method": "ωB97M-V/def2-TZVPD",
  "homo_ev": -22.241,
  "orbital_gap_ev": 5.347,
  "total_charge": 3,
  "species": ["C", "P", "C", "C", "C", "F", "C", "O", "O", "C", "O", "H", "H", "H", "H", "H", "H", "In"],
  "xyz": [[-2.22, -0.59, 0.65], [-0.84, -0.01, -0.38], [-0.28, -1.18, -1.65], [0.44, 0.71, 0.50], [1.67, 0.15, 0.72], [2.09, -0.94, 0.36], [2.53, 1.13, 1.57], [3.65, 0.97, 1.85], [1.70, 2.17, 1.83], [0.49, 2.09, 1.22], [-0.38, 2.87, 1.23], [-2.54, -1.59, 0.36], [-1.94, -0.56, 1.70], [-3.08, 0.07, 0.50], [0.80, -1.29, -1.67], [-0.73, -2.16, -1.56], [-0.55, -0.77, -2.69], [-0.85, -1.12, -4.46]]
}



{
  "formula": "C6H6FN2O2",
  "method": "ωB97M-V/def2-TZVPD",
  "homo_ev": -5.241,
  "de_lowest_ev": 1.809,
  "orbital_gap_ev": 9.043,
  "total_charge": -1,
  "species": ["C", "C", "C", "C", "C", "C", "N", "N", "O", "O", "F", "H", "H", "H", "H", "H", "H"],
  "xyz": [[-2.19, -0.49, -0.39], [-1.93, -1.85, -0.53], [-1.03, 0.15, -0.10], [2.60, 0.76, -0.14], [-0.70, 1.57, 0.17], [1.86, -0.49, 0.50], [-0.67, -2.10, -0.34], [-0.15, -0.88, -0.07], [2.27, 1.29, -1.19], [3.50, 1.02, 0.71], [2.44, -1.61, 0.14], [-3.13, 0.00, -0.46], [-2.80, -2.62, -0.49], [-0.38, 1.50, 1.17], [0.13, 1.87, -0.44], [-1.51, 2.24, -0.05], [1.68, -0.34, 1.51]]
}



{
  "formula": "C6H6FN2O2",
  "method": "ωB97M-V/def2-TZVPD",
  "homo_ev": -3.946,
  "smiles": "C=C(/C=C\\N=C(\\N)F)C(=O)[O-]",
  "de_lowest_ev": 1.035,
  "orbital_gap_ev": 7.636,
  "total_charge": -1,
  "species": ["C", "C", "C", "C", "N", "C", "N", "F", "C", "O", "O", "H", "H", "H", "H", "H", "H"],
  "xyz": [[0.89, -0.83, 0.69], [1.77, 0.18, 0.32], [1.42, 1.50, 0.06], [0.21, 1.77, -0.58], [-0.79, 0.91, -0.78], [-1.01, -0.06, 0.08], [-1.81, -1.15, -0.32], [-1.34, 0.31, 1.39], [3.28, -0.24, 0.02], [3.43, -1.18, -0.75], [4.07, 0.44, 0.67], [1.15, -1.82, 0.35], [0.45, -0.80, 1.68], [2.21, 2.23, -0.05], [0.14, 2.66, -1.19], [-2.25, -0.97, -1.21], [-2.46, -1.44, 0.39]]
}



{
  "formula": "C6H6FeO5",
  "method": "ωB97M-V/def2-TZVPD",
  "homo_ev": [-24.476, -26.157],
  "spin_multiplicity": 6,
  "de_lowest_ev": 0.000,
  "orbital_gap_ev": [9.900, 7.439],
  "total_charge": 3,
  "s2": 8.771,
  "species": ["Fe", "C", "O", "C", "O", "C", "O", "C", "O", "C", "H", "H", "C", "H", "H", "O", "H", "H"],
  "xyz": [[0.29, -0.36, 0.18], [1.62, -0.84, 1.41], [2.45, -1.15, 2.14], [0.85, -1.62, -0.90], [1.23, -2.46, -1.58], [1.50, 0.94, -0.64], [2.26, 1.72, -1.07], [-0.95, -1.43, 1.06], [-1.68, -2.16, 1.57], [-1.46, 0.90, -0.65], [-2.35, 0.78, 0.00], [-1.15, 1.97, -0.81], [-1.10, -0.06, -1.53], [-0.49, 0.18, -2.44], [-1.69, -1.00, -1.63], [0.52, 1.43, 1.47], [0.21, 1.11, 2.30], [-0.06, 2.08, 1.11]]
}



{
  "formula": "C6H6N",
  "method": "ωB97M-V/def2-TZVPD",
  "homo_ev": -13.959,
  "de_lowest_ev": 3.959,
  "orbital_gap_ev": 8.750,
  "total_charge": 1,
  "species": ["C", "C", "C", "C", "C", "C", "N", "H", "H", "H", "H", "H", "H"],
  "xyz": [[1.20, -0.08, -0.26], [2.37, 0.42, -0.16], [-2.07, -0.10, 0.27], [0.72, -0.82, 0.82], [-1.42, 0.48, -1.02], [-0.55, -0.41, 0.58], [-0.19, 0.30, -0.62], [2.74, 1.24, -0.82], [3.08, 0.11, 0.57], [-2.76, 0.52, 0.82], [-2.65, -1.03, 0.22], [1.30, -1.40, 1.69], [-1.76, 0.76, -2.08]]
}



{
  "formula": "C6H6N2",
  "method": "ωB97M-V/def2-TZVPD",
  "homo_ev": -9.407,
  "smiles": "C/C(C#N)=C(\\C)C#N",
  "de_lowest_ev": 4.367,
  "orbital_gap_ev": 8.051,
  "total_charge": 0,
  "species": ["C", "C", "C", "N", "C", "C", "C", "N", "H", "H", "H", "H", "H", "H"],
  "xyz": [[0.07, -1.75, 0.15], [-0.74, -0.46, 0.02], [-2.07, -0.46, -0.11], [-3.27, -0.38, -0.22], [0.11, 0.75, -0.25], [1.70, 0.91, -0.15], [-0.81, 1.87, -0.13], [-1.89, 2.53, 0.29], [-0.25, -2.38, -0.66], [1.03, -1.23, 0.04], [0.08, -2.46, 1.09], [2.06, 1.49, -1.07], [1.80, 1.52, 0.79], [2.16, 0.04, 0.20]]
}



{
  "formula": "C6H6N2",
  "method": "ωB97M-V/def2-TZVPD",
  "homo_ev": -9.061,
  "smiles": "c1nncc2c1CC2",
  "de_lowest_ev": 2.071,
  "orbital_gap_ev": 9.969,
  "total_charge": 0,
  "species": ["C", "N", "N", "C", "C", "C", "C", "C", "H", "H", "H", "H", "H", "H"],
  "xyz": [[0.99, -1.02, 1.17], [0.64, -2.27, 0.76], [-0.17, -2.43, -0.29], [-0.69, -1.38, -0.96], [-0.40, -0.19, -0.49], [0.46, 0.04, 0.57], [0.40, 1.53, 0.47], [-0.61, 1.26, -0.76], [1.62, -1.05, 2.05], [-1.51, -1.64, -1.68], [1.33, 1.99, 0.22], [-0.05, 2.08, 1.33], [-0.29, 1.64, -1.75], [-1.71, 1.45, -0.65]]
}



{
  "formula": "C6H6N2O",
  "method": "ωB97M-V/def2-TZVPD",
  "homo_ev": -9.677,
  "smiles": "N#CC1=NC=C[C@H](O)C1",
  "de_lowest_ev": 2.149,
  "orbital_gap_ev": 8.749,
  "total_charge": 0,
  "species": ["N", "C", "C", "N", "C", "C", "C", "O", "C", "H", "H", "H", "H", "H", "H"],
  "xyz": [[2.69, 1.50, 2.24], [1.79, 1.07, 1.69], [0.85, 0.27, 1.06], [1.24, -0.88, 0.65], [0.47, -1.65, -0.15], [-0.64, -1.20, -0.86], [-0.98, 0.26, -0.69], [-0.39, 1.14, -1.67], [-0.57, 0.74, 0.71], [0.74, -2.74, -0.26], [-1.08, -1.53, -1.78], [-2.19, 0.32, -0.66], [-0.16, 0.48, -2.37], [-0.56, 1.92, 0.66], [-1.21, 0.30, 1.43]]
}



{
  "formula": "C6H6N2O",
  "method": "ωB97M-V/def2-TZVPD",
  "homo_ev": [-9.764, -10.399],
  "de_lowest_ev": 6.237,
  "orbital_gap_ev": [6.647, 7.663],
  "total_charge": 0,
  "species": ["C", "C", "C", "C", "C", "C", "N", "N", "O", "H", "H", "H", "H", "H", "H"],
  "xyz": [[1.79, 1.39, -0.18], [2.57, -1.41, -0.15], [0.81, 0.66, 0.40], [-0.55, 0.16, 0.27], [-0.78, -1.40, 0.08], [-1.70, 1.19, -0.13], [2.60, 2.00, -0.77], [3.27, -2.23, -0.54], [0.07, 0.49, 1.50], [-0.55, -1.58, -0.94], [-1.76, -1.58, 0.41], [-0.02, -1.83, 0.67], [-1.17, 2.10, -0.34], [-2.40, 1.25, 0.70], [-2.19, 0.79, -0.97]]
}



{
  "formula": "C6H6N2O2",
  "method": "ωB97M-V/def2-TZVPD",
  "homo_ev": -8.317,
  "de_lowest_ev": 4.693,
  "orbital_gap_ev": 8.516,
  "total_charge": 0,
  "species": ["C", "C", "C", "C", "C", "C", "N", "N", "O", "O", "H", "H", "H", "H", "H", "H"],
  "xyz": [[0.25, 3.09, -0.45], [-1.76, -0.66, -1.33], [-0.78, -1.19, -0.38], [-1.90, 0.65, -1.52], [0.06, -0.29, 0.54], [0.92, 0.72, -0.31], [0.43, 1.88, -0.48], [0.90, -0.98, 1.44], [-0.54, -2.37, -0.30], [-2.00, 1.76, -1.79], [-0.70, 3.37, -0.91], [-2.07, -1.43, -1.94], [-0.54, 0.28, 1.19], [1.81, 0.56, -0.85], [0.57, -1.65, 2.10], [1.50, -1.52, 0.81]]
}



{
  "formula": "C6H6N2O2",
  "method": "ωB97M-V/def2-TZVPD",
  "homo_ev": -9.697,
  "smiles": "O=c1cc[nH]c(=O)[nH]1.C#C",
  "de_lowest_ev": 2.136,
  "orbital_gap_ev": 10.071,
  "total_charge": 0,
  "species": ["O", "C", "C", "C", "N", "C", "O", "N", "H", "H", "H", "H", "C", "C", "H", "H"],
  "xyz": [[2.33, -1.17, -0.89], [1.50, -0.56, -0.17], [0.99, -0.95, 1.12], [0.01, -0.21, 1.62], [-0.58, 0.85, 1.01], [-0.02, 1.39, -0.15], [-0.53, 2.38, -0.62], [1.05, 0.67, -0.69], [1.39, -1.88, 1.44], [-0.54, -0.47, 2.50], [-1.23, 1.45, 1.44], [1.32, 0.92, -1.65], [-2.52, -1.41, -1.17], [-2.30, -1.17, -0.04], [-2.41, -1.81, -2.26], [-2.16, -1.08, 1.05]]
}



{
  "formula": "C6H6N2OS",
  "method": "ωB97M-V/def2-TZVPD",
  "homo_ev": -8.109,
  "de_lowest_ev": 4.948,
  "orbital_gap_ev": 7.237,
  "total_charge": 0,
  "species": ["C", "C", "C", "C", "C", "C", "N", "N", "O", "S", "H", "H", "H", "H", "H", "H"],
  "xyz": [[-4.00, -1.00, 0.28], [-3.35, 1.44, -0.14], [-3.27, 0.12, 0.07], [-1.38, -0.36, 0.24], [-0.44, 1.86, 0.52], [0.83, -2.08, -0.08], [-4.73, -1.85, 0.48], [-3.62, 2.53, -0.47], [-0.33, 0.46, 0.39], [-1.01, -2.01, -0.06], [0.52, 2.17, 1.17], [-1.34, 2.11, 1.02], [-0.38, 2.36, -0.43], [1.09, -1.08, -0.35], [1.02, -2.95, -0.83], [1.37, -2.48, 0.84]]
}



Number 1: E_tot -1087.912815 hartree. Number 2: E_tot -592.062071 hartree. Number 3: E_tot -592.090497 hartree. Number 4: E_tot -1870.572012 hartree. Number 5: E_tot -286.489755 hartree. Number 6: E_tot -341.562075 hartree. Number 7: E_tot -341.646462 hartree. Number 8: E_tot -416.894719 hartree. Number 9: E_tot -416.744475 hartree. Number 10: E_tot -492.070999 hartree. Number 11: E_tot -492.164962 hartree. Number 12: E_tot -814.973592 hartree.